Entry from the OMol25 dataset: a structure of composition C17H26GeN3O7STa (ωB97M-V with the def2-TZVPD basis set).

Geometry (Å):
Ta  -0.19  -0.50  0.98
O  4.01  0.65  1.00
C  2.75  0.64  0.51
O  1.92  -0.10  1.06
C  2.40  1.92  -0.22
O  1.72  2.74  0.71
C  0.66  3.46  0.14
C  -0.46  2.60  -0.46
O  -1.33  3.19  -1.10
O  -0.39  1.35  -0.25
H  4.06  -0.12  1.60
H  1.78  1.67  -1.08
H  3.33  2.39  -0.55
H  1.01  4.15  -0.64
H  0.23  4.07  0.94
O  0.51  -1.05  -1.01
N  1.19  -2.18  -1.19
C  0.46  -3.32  -1.14
C  1.01  -4.55  -1.37
C  2.38  -4.60  -1.65
C  3.10  -3.44  -1.72
C  2.51  -2.18  -1.51
S  3.42  -0.74  -1.73
H  -0.58  -3.15  -0.88
H  0.40  -5.43  -1.31
H  2.87  -5.55  -1.83
H  4.16  -3.45  -1.95
N  -3.03  1.42  -2.72
C  -4.01  1.20  -3.66
C  -4.27  -0.14  -3.59
N  -3.48  -0.74  -2.64
C  -2.75  0.23  -2.15
H  -2.60  2.28  -2.41
H  -4.42  1.98  -4.27
H  -4.98  -0.71  -4.17
H  -2.01  0.22  -1.36
C  -2.97  0.92  1.53
O  -1.91  0.01  1.58
H  -2.82  1.65  0.73
H  -3.05  1.45  2.49
H  -3.90  0.39  1.35
C  -1.21  -5.20  2.47
Ge  -1.53  -3.25  2.57
C  -1.79  -2.84  4.48
C  -3.26  -2.91  1.69
C  -0.05  -2.30  1.80
H  -2.00  -5.76  2.97
H  -0.26  -5.45  2.93
H  -1.17  -5.53  1.42
H  -2.63  -3.39  4.90
H  -1.98  -1.77  4.59
H  -0.89  -3.08  5.04
H  -3.88  -3.81  1.71
H  -3.13  -2.59  0.65
H  -3.79  -2.11  2.21
H  0.87  -2.90  1.84

Multiplicity: 2
Net charge: -1
LUMO level (alpha / beta), eV: 2.75 / 2.66
Energy relative to the best compared isomer or geometry (same formula, charge and spin), kJ/mol: 267.6

Here are the Löwdin charges for atoms 1 to 8, given in e: 1.57, 0.08, -0.55, -0.15, -0.16, -0.11, -0.11, -0.61



Entry from the OMol25 dataset: a structure of composition C23H37As3PtSTe (ωB97M-V with the def2-TZVPD basis set).

Geometry (Å):
Pt  -0.53  -1.74  -0.03
C  1.72  0.44  -1.64
As  0.96  0.20  0.14
C  2.62  -0.25  1.07
C  0.76  2.15  0.46
C  0.23  2.76  1.75
C  0.97  2.18  2.96
C  -1.29  2.62  1.90
As  -2.34  1.15  2.83
C  -1.11  -0.31  3.33
C  -2.95  0.26  1.17
C  0.57  4.27  1.73
As  -0.11  5.66  0.44
C  1.22  5.43  -1.01
C  -1.63  4.90  -0.58
H  2.61  1.08  -1.61
H  0.98  0.90  -2.30
H  2.00  -0.52  -2.08
H  3.31  0.60  1.00
H  3.07  -1.11  0.57
H  2.48  -0.49  2.12
H  0.15  2.50  -0.38
H  1.79  2.52  0.29
H  0.96  1.09  2.90
H  0.50  2.49  3.88
H  2.01  2.51  2.97
H  -1.74  2.66  0.91
H  -1.65  3.52  2.43
H  -0.51  -0.07  4.21
H  -0.47  -0.58  2.49
H  -1.74  -1.16  3.57
H  -3.51  0.95  0.53
H  -3.61  -0.56  1.43
H  -2.10  -0.16  0.60
H  1.66  4.38  1.66
H  0.30  4.67  2.72
H  2.23  5.50  -0.60
H  1.09  6.23  -1.73
H  1.12  4.47  -1.53
H  -2.51  4.78  0.05
H  -1.41  3.95  -1.07
H  -1.87  5.63  -1.35
Te  0.24  -3.34  -1.91
C  -0.54  -2.53  -3.71
C  -0.08  -3.04  -4.91
C  -0.57  -2.55  -6.11
C  -1.53  -1.56  -6.11
C  -2.00  -1.05  -4.92
C  -1.50  -1.52  -3.72
H  0.65  -3.83  -4.90
H  -0.19  -2.94  -7.04
H  -1.93  -1.19  -7.05
H  -2.75  -0.27  -4.92
H  -1.86  -1.12  -2.78
S  -1.82  -3.25  1.34
C  -0.43  -4.27  1.64
C  -0.56  -5.65  1.77
C  0.55  -6.45  1.95
C  1.82  -5.89  1.99
C  1.96  -4.51  1.89
C  0.85  -3.71  1.75
H  -1.55  -6.09  1.71
H  0.43  -7.52  2.05
H  2.69  -6.52  2.11
H  2.95  -4.07  1.94
H  0.96  -2.62  1.73

LUMO level (alpha / beta), eV: -1.66 / -1.71
Energy relative to the best compared isomer or geometry (same formula, charge and spin), kJ/mol: 236.8

Here are the Löwdin charges for atoms 1 to 8, given in e: 0.08, -0.31, 1.02, -0.28, -0.31, -0.66, -0.07, -0.36



Entry from the OMol25 dataset: a cluster of 6 separate species, C32H60ClNO17S in total (ωB97M-V with the def2-TZVPD basis set).

Geometry (Å):
C  -8.39  -1.27  -3.16
C  -7.44  -2.34  -2.60
C  -6.27  -1.84  -1.76
C  -6.67  -0.85  -0.69
O  -5.53  -0.73  0.19
C  -5.42  0.23  1.10
Cl  -7.01  0.95  1.62
O  -4.79  -0.26  2.28
S  -4.26  1.00  3.15
O  -5.16  1.37  4.17
O  -2.91  0.71  3.47
O  -4.34  2.07  1.97
C  -4.45  1.37  0.72
C  -3.07  0.91  0.28
C  -1.96  1.96  0.44
C  -2.23  3.34  -0.13
C  -1.15  4.34  0.29
O  -1.31  4.70  1.65
C  -2.20  5.79  1.82
O  -5.10  2.27  -0.18
C  -4.89  2.08  -1.44
N  -4.75  1.87  -2.56
H  -8.42  -0.36  -2.57
H  -8.15  -1.00  -4.19
H  -9.41  -1.66  -3.17
H  -8.01  -3.06  -2.02
H  -7.03  -2.90  -3.45
H  -5.46  -1.42  -2.36
H  -5.84  -2.69  -1.22
H  -7.54  -1.22  -0.13
H  -6.94  0.12  -1.12
H  -3.10  0.52  -0.74
H  -2.82  0.06  0.91
H  -1.71  2.05  1.50
H  -1.08  1.54  -0.07
H  -3.17  3.73  0.26
H  -2.33  3.32  -1.22
H  -0.15  3.91  0.18
H  -1.24  5.23  -0.33
H  -1.70  6.74  1.60
H  -3.09  5.69  1.19
H  -2.54  5.78  2.86
C  -1.49  -2.85  -0.69
C  -2.30  -3.72  0.25
O  -3.34  -4.42  -0.42
C  -3.15  -5.60  -1.05
C  -1.74  -6.09  -1.30
O  -4.11  -6.20  -1.46
H  -0.98  -3.45  -1.44
H  -0.73  -2.29  -0.14
H  -2.15  -2.15  -1.21
H  -1.66  -4.41  0.81
H  -2.82  -3.10  0.99
H  -1.43  -5.75  -2.28
H  -1.76  -7.17  -1.29
H  -1.01  -5.74  -0.57
C  3.95  -0.50  -0.92
C  3.13  -1.36  0.02
O  2.07  -2.05  -0.66
C  2.26  -3.23  -1.30
C  3.65  -3.75  -1.52
O  1.29  -3.80  -1.72
H  4.45  -1.09  -1.68
H  4.70  0.06  -0.36
H  3.30  0.21  -1.43
H  3.76  -2.07  0.57
H  2.62  -0.74  0.75
H  4.00  -3.44  -2.50
H  3.60  -4.84  -1.51
H  4.37  -3.45  -0.76
C  5.48  -9.41  -3.96
C  5.60  -8.20  -3.06
O  5.35  -6.98  -3.77
C  4.10  -6.49  -3.96
C  2.90  -7.35  -3.65
O  3.98  -5.39  -4.43
H  4.47  -9.53  -4.35
H  5.74  -10.31  -3.40
H  6.16  -9.32  -4.81
H  4.95  -8.27  -2.19
H  6.62  -8.09  -2.70
H  2.59  -7.86  -4.56
H  2.10  -6.69  -3.33
H  3.06  -8.09  -2.87
C  3.20  4.19  4.92
C  2.68  5.50  5.48
O  2.16  6.35  4.45
C  0.90  6.25  3.99
C  0.05  5.07  4.39
O  0.51  7.09  3.21
H  2.41  3.61  4.45
H  3.66  3.59  5.71
H  3.96  4.39  4.16
H  1.94  5.35  6.26
H  3.50  6.07  5.92
H  0.15  4.30  3.63
H  -0.99  5.39  4.41
H  0.29  4.66  5.36
C  4.78  6.80  -0.07
C  5.71  6.98  1.11
O  5.59  5.90  2.05
C  6.27  4.75  1.94
C  7.03  4.44  0.67
O  6.20  3.97  2.85
H  5.03  5.91  -0.65
H  4.84  7.66  -0.73
H  3.75  6.70  0.27
H  6.74  7.11  0.81
H  5.42  7.86  1.68
H  6.38  3.86  0.02
H  7.89  3.83  0.93
H  7.38  5.32  0.13

SMILES string: CCCCO[C@@]1(Cl)OS(=O)(=O)O[C@]1(CCCCOC)OC#N.CCOC(C)=O.CCOC(C)=O.CCOC(C)=O.CCOC(C)=O.CCOC(C)=O
LUMO level, eV: 0.19
Energy relative to the best compared isomer or geometry (same formula, charge and spin), kJ/mol: 0.0

Here are the Löwdin charges for atoms 1 to 8, given in e: -0.10, -0.24, -0.18, -0.20, -0.03, -0.78, 0.83, -0.13



Entry from the OMol25 dataset: an isolated molecule of C23H30Br4N2O3S (ωB97M-V with the def2-TZVPD basis set).

Geometry (Å):
C  3.23  -2.83  -1.50
C  4.57  -2.01  -1.07
O  5.05  -2.34  0.26
C  4.89  -1.23  1.18
C  3.40  -1.34  1.79
O  2.92  -0.11  2.41
C  1.69  0.27  1.79
N  0.58  -0.61  1.91
C  -0.58  -0.15  1.21
C  -1.86  -1.08  1.25
C  -1.80  -2.48  2.02
C  -2.14  -2.39  3.59
O  -2.06  -3.46  4.24
Br  -2.65  -0.74  4.55
C  -3.17  -0.69  0.51
C  -4.48  -1.65  0.49
S  -4.11  -2.96  -0.82
C  -4.58  -2.32  -2.50
C  -3.51  -2.70  -3.67
C  -3.22  0.67  -0.26
C  -1.96  1.57  -0.28
C  -2.09  2.94  -1.15
Br  -3.86  3.80  -0.77
C  -2.13  2.46  -2.71
C  -1.60  3.59  -3.73
Br  -1.02  0.80  -3.01
C  -0.60  1.19  0.45
N  0.48  2.14  0.31
C  1.61  1.60  0.99
C  2.97  2.48  0.92
Br  2.68  4.00  -0.34
C  3.50  2.94  2.36
C  2.35  3.38  3.40
H  2.36  -2.13  -1.78
H  2.83  -3.46  -0.61
H  3.42  -3.53  -2.39
H  4.35  -0.89  -1.19
H  5.38  -2.31  -1.81
H  5.11  -0.21  0.70
H  5.67  -1.39  2.01
H  2.72  -1.68  0.94
H  3.36  -2.17  2.59
H  -0.70  -2.84  1.96
H  -2.44  -3.25  1.47
H  -4.64  -2.19  1.49
H  -5.38  -1.02  0.16
H  -5.57  -2.82  -2.79
H  -4.69  -1.16  -2.45
H  -2.95  -1.76  -4.02
H  -2.72  -3.45  -3.32
H  -4.07  -3.15  -4.57
H  -4.20  0.95  -0.80
H  -1.20  3.63  -0.94
H  -3.21  2.19  -3.01
H  -1.29  3.16  -4.75
H  -0.68  4.15  -3.33
H  -2.48  4.30  -3.96
H  3.79  1.80  0.47
H  4.18  2.15  2.87
H  4.19  3.86  2.23
H  2.81  4.04  4.23
H  1.96  2.43  3.91
H  1.56  3.99  2.85

SMILES string: CCOCCOc1nc2c(CC(=O)Br)c(CSCC)cc([C@H](Br)[C@@H](C)Br)c2nc1[C@@H](Br)CC
LUMO level, eV: -1.24

Here are the Löwdin charges for atoms 1 to 8, given in e: -0.09, -0.24, -0.19, -0.16, -0.13, -0.09, -0.18, 0.17



Here are the calculated max |F| numbers, same order: 1.37, 2.25, 0.79, 6.75 (eV Å⁻¹).